60
Properties=species:S:1:pos:R:3 method="wB97M-V/def2-TZVPD" lumo_energy_ha=-0.044 charge=0 fmax_ev_per_a=2.97
C 2.69537 -2.50220 0.72684
C 2.06017 -2.43328 2.10624
C 1.68307 -3.78361 2.65181
N 0.78365 -1.68833 2.12437
N -0.35201 -2.37021 2.10040
N -1.31548 -1.42827 1.96102
C -2.65409 -1.96785 1.61592
C -2.99804 -2.91352 2.74214
C -2.58013 -2.66740 0.27436
C -0.79040 -0.15933 1.91761
C -1.66720 1.11130 1.80807
C -0.84851 2.39132 2.00520
C -2.68857 1.05506 2.94409
C -2.34519 1.17839 0.43407
C 0.56486 -0.34097 2.04063
C 1.69146 0.59634 1.85255
H 3.64360 -3.05166 0.79510
H 2.03954 -3.04403 0.03094
H 2.91283 -1.51160 0.31137
H 2.71351 -1.87582 2.78636
H 2.56123 -4.42951 2.71206
H 1.26605 -3.66656 3.65667
H 0.92009 -4.24650 2.01458
H -3.34783 -1.12959 1.57244
H -3.96088 -3.39670 2.55167
H -2.21764 -3.67501 2.83586
H -3.06662 -2.37147 3.69025
H -3.54400 -3.13915 0.05040
H -2.34907 -1.95988 -0.52883
H -1.80609 -3.44347 0.29452
H -0.11774 2.53219 1.20400
H -1.52258 3.25831 2.00668
H -0.32913 2.36599 2.96959
H -3.33631 0.17363 2.88154
H -2.15865 1.03132 3.90476
H -3.32053 1.95060 2.91123
H -2.99286 0.31114 0.25288
H -2.96949 2.08113 0.37397
H -1.59193 1.22765 -0.36290
H 1.54919 1.49627 2.45672
H 2.64446 0.13127 2.14224
Cl 1.70792 1.08745 0.14699
C 3.71316 2.30623 -2.95796
Cl 5.17397 1.94524 -2.18816
C 2.92933 1.15379 -3.46735
O 3.27801 -0.01488 -3.29288
C 1.63271 1.49846 -4.12469
C 1.12690 2.84256 -4.08237
C -0.12236 3.10548 -4.69069
C -0.81134 2.11410 -5.37325
C -0.30811 0.79852 -5.39882
C 0.88509 0.49397 -4.73928
C 1.86887 3.82626 -3.36363
Cl 1.26200 5.41583 -3.21192
C 3.09012 3.52265 -2.76527
H -0.53234 4.11450 -4.64297
H -1.73700 2.34970 -5.90049
H -0.84734 0.01264 -5.92726
H 1.24818 -0.53101 -4.68964
H 3.58411 4.26256 -2.14979

---

75
Properties=species:S:1:pos:R:3 method="wB97M-V/def2-TZVPD" lumo_energy_ha=0.054 de_lowest_kcal_mol=28.47 charge=-1 fmax_ev_per_a=1.03
Y 0.10218 0.01068 0.20455
N 0.50109 4.15676 1.45910
C 0.32821 2.84632 1.72818
S 1.71520 1.84462 1.86821
N -0.90918 2.45798 2.00218
N -1.10507 1.14512 1.99267
C -2.08898 0.61377 2.64599
C -3.04589 1.40792 3.45213
C -3.74837 2.45126 2.84871
C -4.64111 3.21146 3.58550
C -4.83838 2.95077 4.93473
C -4.14228 1.91666 5.54194
C -3.25372 1.14869 4.80508
C -2.18468 -0.84671 2.54768
C -3.24336 -1.57110 3.10264
C -3.25983 -2.94769 2.98782
C -2.22902 -3.58554 2.31282
C -1.23349 -2.79948 1.76300
N -1.20463 -1.47549 1.87395
H 1.39664 4.40759 1.07980
H -0.30357 4.67730 1.14694
H -3.58942 2.65632 1.79885
H -5.18256 4.01693 3.10526
H -5.52976 3.55638 5.50723
H -4.29004 1.71148 6.59511
H -2.69968 0.35419 5.29160
H -4.03937 -1.04868 3.61263
H -4.07693 -3.51926 3.40963
H -2.20301 -4.65977 2.19538
H -0.42363 -3.24990 1.19968
S -1.92851 1.27676 -1.23511
C -0.70416 2.14568 -2.09705
S 0.92681 1.89589 -1.60411
C -1.03553 2.97414 -3.16141
C -0.06600 3.75924 -3.83728
N 0.69397 4.43475 -4.38307
C -2.37162 3.07651 -3.62540
N -3.45000 3.15684 -4.03126
Cl 1.93211 -1.57153 1.91141
C 2.86483 -2.72875 1.00610
C 3.61417 -3.64605 1.71920
C 4.38036 -4.57858 1.04388
C 4.38719 -4.57773 -0.34242
C 3.63402 -3.65126 -1.03862
Cl 3.68752 -3.69038 -2.76828
C 2.83379 -2.67736 -0.39585
S 1.89887 -1.53188 -1.29468
H 3.59443 -3.61671 2.80098
H 4.97095 -5.29742 1.59562
H 4.98106 -5.29161 -0.89728
C -3.67286 -1.33411 -4.79972
C -2.43568 -0.91223 -4.03300
O -2.00919 -2.02103 -3.21752
P -1.21777 -1.79566 -1.81374
O -0.91944 -3.36830 -1.52665
C -0.05392 -4.17679 -2.32540
C -0.75653 -5.49206 -2.60979
O -2.39700 -1.64553 -0.69633
C -3.66157 -2.31320 -0.76145
C -4.76558 -1.28922 -0.56889
H -3.95296 -0.54477 -5.49737
H -4.50639 -1.51266 -4.11859
H -3.47391 -2.25148 -5.35628
H -2.64365 -0.04053 -3.41106
H -1.63134 -0.64892 -4.72299
H 0.86722 -4.34375 -1.76517
H 0.20014 -3.66195 -3.25338
H -0.91782 -6.03482 -1.67701
H -0.15985 -6.10801 -3.28381
H -1.72752 -5.29677 -3.06647
H -3.68817 -3.07215 0.02391
H -3.76361 -2.81882 -1.72229
H -4.73742 -0.88138 0.44307
H -5.74163 -1.74880 -0.73511
H -4.63017 -0.46305 -1.26843

---

19
Properties=species:S:1:pos:R:3 method="wB97M-V/def2-TZVPD" lumo_energy_ha=0.036 de_lowest_kcal_mol=103.44 smiles="C=COC.CC#CN" charge=0 fmax_ev_per_a=3.28
C 1.56863 0.36666 -1.04512
C -0.43391 2.73003 1.29461
C -0.61888 1.29888 1.14298
C -1.01333 0.14696 1.21946
N -1.21081 -1.10114 1.70686
C -0.07507 -1.31812 -1.41406
C -0.30469 -2.63591 -1.47089
O 0.92235 -0.79952 -0.57552
H -0.67924 -1.76251 1.14532
H -0.96866 -1.24448 2.67854
H -0.23299 -0.73518 -2.31761
H 0.87355 1.11755 -1.43503
H 2.26754 0.10268 -1.84475
H 2.06608 0.81149 -0.18470
H -1.37759 3.25208 1.11796
H 0.29992 3.12052 0.58665
H -0.09955 2.98159 2.30202
H -0.18380 -3.24874 -0.59388
H -0.79955 -3.08284 -2.31284

---

Short version: HOMO-LUMO gap = 3.64, 6.22, 9.13 eV, in the order given.
Short version: highest occupied orbital energy = -0.1781, -0.1745, -0.2998 Eh, in the order given.